Entry 1:
Below is the ion C24H46BF5IN2O5S with charge +1, with properties calculated with wB97M-V/def2-TZVPD.

Geometry as XYZ:
```
85
Properties=species:S:1:pos:R:3:lowdin_charge:R:1
C 0.3126 -0.5730 6.6330 -0.21
H 1.7089 0.0342 -6.9358 0.11
O 2.4995 -2.8304 -0.5646 -0.20
H -4.2071 -0.8278 6.1738 0.10
C 1.7825 -0.2980 -0.6368 -0.24
C -3.2925 -0.8352 5.5877 -0.26
C 0.1208 -1.5189 -8.3176 -0.28
H -4.0468 -2.6229 4.6682 0.08
H 1.8802 2.4117 3.0328 0.13
H -0.3521 3.5410 -2.0459 0.14
H 1.1886 1.9832 -1.6541 0.16
F -2.8277 0.6460 0.7237 -0.02
H 1.7944 -0.6030 3.3650 0.09
H 2.7129 -0.5957 -5.0405 0.12
H -3.1104 0.1891 5.2729 0.10
H 2.3888 0.7080 -3.3384 0.13
H 0.9043 -2.4491 -6.5341 0.11
H 1.4050 -1.5732 -4.4862 0.09
H 0.1896 0.4156 -6.0842 0.10
H -0.4315 -1.9373 5.1562 0.11
C -2.7925 2.9784 -3.2851 -0.62
C -0.2905 1.0804 -0.4047 -0.19
C 2.1095 0.4058 3.6090 -0.20
F -2.4473 4.2908 -3.4443 0.15
H 0.4033 1.5131 2.9699 0.10
C 1.6899 -0.5408 5.9521 -0.19
H 0.2334 -3.5336 -8.2573 0.05
N 0.4858 -2.8181 -8.9272 -0.01
C -0.7692 -1.0410 5.6768 -0.22
H -2.2232 -2.4287 6.4937 0.11
C 1.4576 1.4578 2.7212 -0.19
H 0.0810 0.4245 6.9942 0.12
H -2.0664 -0.9000 7.3720 0.11
H -2.6290 -1.9708 3.8649 0.04
H 0.3538 -1.2779 7.4574 0.11
H 2.7028 1.3278 5.4792 0.11
S 2.9139 -1.5754 -0.0544 0.68
H 0.6949 -0.7156 -8.7674 0.10
H 2.4497 -0.6389 6.7215 0.11
C 0.8395 0.3261 0.4172 -0.21
C 1.8971 0.7126 5.0975 -0.18
I -1.3761 -0.6305 -3.4001 1.22
C -2.4869 1.9731 0.5878 -0.17
H 3.1777 0.4326 3.3956 0.12
H 0.3260 -1.4744 -1.4772 0.12
H -4.1553 -1.1796 3.6203 0.07
H -0.9306 -1.3211 -8.5266 0.11
H 2.4222 0.5155 -0.9651 0.14
H 1.6232 2.2886 0.7666 0.13
H 0.9964 1.3242 5.1560 0.10
H -0.6609 -1.7279 -6.3541 0.08
O -2.0175 2.3749 -2.3327 -0.03
H 1.6935 -1.4213 -2.3681 0.16
H 0.3370 -2.7371 1.3730 0.13
H 1.1450 1.4434 -4.3187 0.12
F -4.0965 2.8988 -2.8832 0.16
C 1.6420 -0.5791 -4.8581 -0.22
H -0.8341 3.1560 0.0519 0.13
O 0.0535 -2.0782 0.7353 0.16
C 0.3148 -1.5751 -6.8038 -0.22
H 2.7851 1.0670 1.1190 0.12
O 3.2288 -1.4123 1.3105 -0.18
C -0.6199 2.5860 -2.4849 -0.14
C -2.1071 -1.3534 6.3877 -0.20
F 4.1334 -1.1269 -0.8930 -0.10
C -3.5624 -1.7038 4.3601 -0.10
C 1.7330 1.3067 1.2307 -0.11
H -2.7942 2.4908 1.4940 0.13
C 1.4175 0.5295 -3.8100 -0.19
N 1.0643 -0.8387 -1.8082 0.07
H 1.7523 -1.4416 5.3480 0.10
H -3.0405 2.4265 -0.2217 0.11
H -1.1683 -1.2006 2.6576 0.10
H -0.1121 -3.0052 -9.7208 0.06
F -2.6632 2.3785 -4.5056 0.12
C 0.2109 1.5188 -1.7994 -0.24
O -0.7158 -0.4394 2.2870 0.22
H -0.3575 2.6579 -3.5359 0.13
B 0.0516 -0.7772 1.2341 -0.67
H -0.9555 -0.3017 4.8983 0.09
H -1.0622 0.3361 -0.6162 0.11
C 0.9768 -0.3217 -6.2235 -0.21
H -0.5699 2.1903 1.4430 0.10
C -0.9750 2.1524 0.4432 -0.09
C 0.4624 0.2582 -2.6536 -0.66
```

Calculated values
Frontier orbital gap, eV: 8.17
Max |F|, eV Å⁻¹: 2.080
2S+1: 1
HOMO, eV: -11.36
Lowest unoccupied orbital energy, eV: -3.19
Net charge: +1
SMILES: CCCCCCCCCC[C@@]1(B(O)O)[C@@H](CCF)[C@H](COC(F)(F)F)[C@@](I)(CCCCCN)[NH2+][C@@H]1S(=O)(=O)F

---

Entry 2:
Below is a structure of composition C24H46Br10Cl6O3, with properties calculated with wB97M-V/def2-TZVPD.

Geometry as XYZ:
```
89
Properties=species:S:1:pos:R:3:lowdin_charge:R:1
C -26.1990 -21.5214 -5.1765 -0.64
H -27.3514 -17.2992 -4.6240 -0.06
H -23.9349 -15.0141 -4.9881 -0.17
H -26.2889 -15.3575 -7.5029 0.04
C -26.8889 -17.9227 -1.6081 -0.13
C -21.4019 -16.8969 -7.0805 -0.91
H -26.7235 -23.4550 -4.4041 0.06
C -23.9860 -17.0632 -5.4147 -0.58
C -20.8576 -17.6171 -1.6171 -0.16
H -20.4118 -16.6226 -1.5961 0.11
C -26.1523 -14.5262 -9.4233 -0.27
Cl -28.7054 -16.1608 -8.1367 0.67
H -21.9920 -18.3216 0.0353 0.12
H -25.3440 -14.2706 -10.1085 0.12
C -22.5112 -18.4297 -3.2028 -0.36
C -26.8829 -18.0113 -3.9446 -0.55
H -23.4831 -16.9935 -10.1385 0.05
H -23.3550 -13.5306 -9.2674 0.10
Cl -27.9469 -18.8806 -8.3188 0.52
H -24.8357 -18.6964 -2.3558 0.02
H -26.8642 -18.6205 -0.7712 0.12
Br -23.3355 -12.7561 -6.7833 0.85
H -23.6380 -14.9270 -8.2650 -0.12
H -25.6477 -18.9183 -9.1244 -0.01
C -23.9624 -17.6051 -9.3740 -0.61
H -26.6691 -18.9226 -4.5032 -0.16
H -24.7134 -15.2508 -8.0307 -0.22
H -22.1159 -17.6184 -6.6834 -0.07
Br -26.4165 -17.2425 -10.8731 0.79
H -22.5902 -16.8917 -0.6090 0.09
H -28.6562 -17.7285 -2.6954 0.12
H -19.8799 -15.4383 -6.4769 0.06
H -22.6121 -19.2508 -3.9126 0.03
H -27.9920 -19.3742 -2.7295 0.01
Cl -26.8336 -17.5397 -6.1132 0.67
C -21.5291 -14.2292 -8.4014 -0.63
H -20.0131 -18.1667 -1.2012 0.11
Br -24.0319 -16.0124 -7.0711 1.11
C -24.5093 -14.7467 -4.1011 -1.35
Br -24.6896 -19.7219 -4.2096 1.17
C -25.6336 -14.6665 -8.0332 -0.37
Br -28.2232 -21.8873 -3.0385 0.66
H -20.9387 -13.3455 -8.6436 0.06
O -22.9896 -18.6110 -1.8703 -0.18
C -25.4568 -17.8215 -2.1638 -0.27
H -20.5341 -17.5486 -3.7488 0.08
C -24.1836 -18.5570 -5.7246 -0.51
H -27.2186 -16.9780 -1.1757 0.11
H -28.0154 -22.7477 -5.3385 0.04
C -21.0408 -18.1833 -3.0219 -0.15
Cl -23.7256 -15.6672 -2.8394 0.77
C -26.9322 -12.7508 -8.1228 -0.20
Br -20.2542 -18.0461 -8.0856 0.61
C -27.4216 -17.3044 -7.7437 -1.41
H -24.8034 -16.7064 -4.7881 -0.05
C -20.6008 -16.1499 -6.0743 -0.58
O -26.9771 -13.3842 -9.3760 -0.11
Br -22.7498 -18.8100 -8.3844 0.82
H -24.8141 -17.1469 -1.5982 0.05
Br -21.7449 -14.9804 -5.0370 0.87
H -23.3408 -19.0301 -6.2285 -0.03
C -27.7408 -18.3146 -2.7771 -0.16
Cl -24.2581 -12.9211 -3.7976 0.48
H -24.8390 -12.5851 -7.7897 -0.06
H -26.6120 -16.9367 -8.3741 -0.07
C -22.1722 -17.8462 -0.9288 -0.17
H -26.9394 -11.6679 -8.2468 0.13
H -24.4070 -16.8852 -8.6868 -0.08
H -26.7230 -15.3921 -9.7589 -0.05
H -20.5838 -19.1576 -3.1955 0.12
H -23.0000 -17.5800 -3.6794 0.00
H -24.9741 -18.5559 -6.4752 -0.03
H -25.7260 -22.0498 -6.0042 0.08
H -21.8604 -16.1854 -7.7673 -0.10
H -24.7588 -19.2250 -10.5846 0.06
Br -20.9060 -15.5094 -9.7680 0.72
H -20.2071 -16.9075 -5.3966 0.04
H -23.0481 -16.8212 -4.9147 -0.06
C -25.1042 -18.4247 -9.9300 -0.59
H -27.8022 -13.0174 -7.5226 0.12
H -25.8014 -13.2673 -6.4297 0.07
O -25.7313 -17.3201 -3.4639 -0.52
Cl -26.2592 -15.2038 -4.3035 0.78
C -27.2221 -22.5121 -4.6291 -0.63
C -23.0457 -14.0152 -8.3414 -0.54
H -25.6218 -21.0835 -4.3621 -0.19
C -25.6697 -13.2335 -7.5112 -0.32
H -21.0602 -14.5174 -7.4606 -0.02
Br -27.0622 -19.9327 -5.9724 0.80
```

Calculated values
Frontier orbital gap, eV: 8.59
Max |F|, eV Å⁻¹: 17.147
2S+1: 1
HOMO, eV: -8.40
Lowest unoccupied orbital energy, eV: 0.19
Net charge: 0

---

- Among the records above, which one has the lowest net charge?
  C24H46Br10Cl6O3